A | A 14-piece molecular cluster, C56H154N14O14 overall. Source: the Open Molecules 2025 dataset; level of theory: wB97M-V/def2-TZVPD.

Results
Lowest unoccupied orbital energy = 0.39 eV
M = 1247.932 g mol⁻¹
Orbital gap = 8.8765 eV

CARTESIAN COORDINATES (ANGSTROEM)
1 C -22.20887 21.04191 -3.66999
2 C -23.11547 22.17808 -4.32671
3 C -22.43170 22.92574 -5.50804
4 O -21.06477 23.23960 -5.10307
5 C -20.29535 23.83969 -6.10632
6 N -24.37399 21.55095 -4.68982
7 H -22.00427 20.20432 -4.33683
8 H -22.66725 20.57963 -2.79575
9 H -21.21561 21.33228 -3.32760
10 H -23.30784 22.96782 -3.60049
11 H -22.98755 23.81740 -5.79800
12 H -22.43932 22.25773 -6.36932
13 H -19.44695 24.25306 -5.56093
14 H -20.86628 24.56901 -6.68098
15 H -19.88480 23.16299 -6.85573
16 H -24.06395 20.75380 -5.22696
17 H -24.87306 22.06985 -5.39818
18 C -23.57147 17.69929 -7.81102
19 C -24.58962 18.71595 -7.32326
20 C -25.90696 18.68660 -8.14471
21 O -25.77514 19.14143 -9.47734
22 C -26.95410 18.78820 -10.29632
23 N -24.80119 18.47541 -5.87869
24 H -22.62227 17.69578 -7.27520
25 H -23.32923 17.91104 -8.85245
26 H -24.01521 16.70398 -7.78748
27 H -24.13621 19.70556 -7.37981
28 H -26.64552 19.21794 -7.54446
29 H -26.27092 17.66449 -8.24927
30 H -26.89330 17.71591 -10.48229
31 H -26.85041 19.34663 -11.22665
32 H -27.91019 19.12813 -9.89827
33 H -25.48997 19.13597 -5.54802
34 H -25.16353 17.55409 -5.67879
35 C -26.70967 24.60278 -6.80469
36 C -27.02126 23.04423 -6.70648
37 C -28.44888 22.61875 -7.09573
38 O -28.51173 21.24498 -6.65179
39 C -29.59504 20.49632 -7.10572
40 N -26.06977 22.33223 -7.53559
41 H -26.80190 24.91701 -7.84433
42 H -25.68169 24.87936 -6.57048
43 H -27.40948 25.12293 -6.15061
44 H -26.79804 22.89665 -5.64984
45 H -28.55776 22.65828 -8.17955
46 H -29.14658 23.32097 -6.63944
47 H -29.68961 19.64296 -6.43421
48 H -29.58089 20.25345 -8.16823
49 H -30.46001 21.13450 -6.92504
50 H -26.35523 21.37070 -7.41704
51 H -26.08559 22.56983 -8.51712
52 C -22.73768 29.58360 -11.13723
53 C -23.49772 29.12272 -9.89356
54 C -22.74997 27.95112 -9.21707
55 O -22.53109 26.84493 -10.05880
56 C -22.08147 25.63196 -9.49752
57 N -23.60656 30.21737 -8.91445
58 H -22.97876 30.55514 -11.56862
59 H -22.91822 28.75650 -11.82382
60 H -21.65828 29.56953 -10.98628
61 H -24.46228 28.70446 -10.18130
62 H -23.32285 27.61951 -8.35108
63 H -21.83594 28.32689 -8.75724
64 H -21.00278 25.66883 -9.34535
65 H -22.07054 24.88022 -10.28674
66 H -22.71615 25.24079 -8.70236
67 H -22.69950 30.46683 -8.54686
68 H -24.18599 29.92131 -8.14198
69 C -21.44408 11.72201 -10.27420
70 C -22.09777 12.33755 -9.04627
71 C -23.42359 13.17294 -9.37044
72 O -23.09519 14.24995 -10.24941
73 C -24.20395 15.05309 -10.67769
74 N -22.39881 11.35582 -8.05901
75 H -20.51797 11.26182 -9.92975
76 H -21.02048 12.45656 -10.95910
77 H -22.08320 11.06003 -10.85851
78 H -21.37826 13.02504 -8.60157
79 H -23.88314 13.51583 -8.44344
80 H -24.03215 12.42313 -9.87595
81 H -24.88886 14.44649 -11.27017
82 H -23.82585 15.84897 -11.31933
83 H -24.79222 15.56870 -9.91862
84 H -22.70961 11.86589 -7.24457
85 H -21.52705 10.94011 -7.76353
86 C -31.76146 28.91101 -10.70261
87 C -31.90733 29.14341 -9.13651
88 C -30.72423 28.44214 -8.40844
89 O -30.89410 27.01304 -8.47850
90 C -29.97353 26.39001 -7.56556
91 N -31.86271 30.59636 -9.04865
92 H -32.54033 29.24525 -11.38798
93 H -31.67955 27.83974 -10.88639
94 H -30.81607 29.36378 -11.00152
95 H -32.91884 28.79106 -8.93448
96 H -30.79881 28.86379 -7.40606
97 H -29.82408 28.74064 -8.94576
98 H -30.03556 26.71134 -6.52585
99 H -28.96202 26.58460 -7.92206
100 H -30.17358 25.31857 -7.57605
101 H -31.07130 30.92116 -9.58555
102 H -31.65973 30.93594 -8.11935
103 C -19.72911 21.59091 -13.79110
104 C -18.69036 22.61874 -13.31072
105 C -17.53529 21.91753 -12.56349
106 O -17.94562 21.50818 -11.22699
107 C -16.86380 21.33421 -10.30926
108 N -18.25561 23.36954 -14.48968
109 H -19.18338 20.78446 -14.28092
110 H -20.50706 21.98036 -14.44777
111 H -20.13584 21.04473 -12.94000
112 H -19.02930 23.30448 -12.53420
113 H -16.71628 22.63374 -12.49751
114 H -17.12297 21.05272 -13.08329
115 H -16.20911 22.18898 -10.47913
116 H -16.25062 20.46543 -10.54873
117 H -17.20604 21.25962 -9.27708
118 H -17.57061 24.04003 -14.17137
119 H -19.05635 23.84382 -14.88209
120 C -20.66199 19.67580 -6.74205
121 C -19.67442 19.67337 -7.89972
122 C -20.10863 18.64938 -8.93373
123 O -19.84845 17.34716 -8.39849
124 C -20.44949 16.38967 -9.20047
125 N -19.94579 20.93736 -8.57727
126 H -20.32789 20.40666 -6.00562
127 H -20.71346 18.70940 -6.24053
128 H -21.68566 19.90921 -7.03482
129 H -18.64144 19.61492 -7.55677
130 H -19.69638 18.84383 -9.92385
131 H -21.17885 18.77782 -9.09572
132 H -20.21300 16.52601 -10.25573
133 H -21.53937 16.39540 -9.18535
134 H -20.11766 15.37648 -8.97367
135 H -20.92469 20.95404 -8.82539
136 H -19.52245 21.10831 -9.47819
137 C -22.25761 25.98234 -13.41694
138 C -21.53240 24.96592 -14.39054
139 C -22.60811 24.37995 -15.29292
140 O -23.45463 23.48771 -14.63307
141 C -24.64796 23.01648 -15.24681
142 N -20.48455 25.80068 -14.95904
143 H -23.24268 25.68281 -13.05914
144 H -22.41875 26.96775 -13.85409
145 H -21.54303 26.14797 -12.61069
146 H -21.12549 24.12886 -13.82323
147 H -22.09408 23.77097 -16.03657
148 H -23.17365 25.16327 -15.79757
149 H -24.42256 22.66961 -16.25527
150 H -25.33606 23.85634 -15.34308
151 H -25.04982 22.22076 -14.61957
152 H -19.78920 25.99755 -14.25348
153 H -20.81479 26.71887 -15.21978
154 C -22.99494 21.08597 -11.73695
155 C -23.70339 21.98756 -10.69268
156 C -25.18457 22.27723 -11.11174
157 O -25.71751 23.32076 -10.27761
158 C -25.41007 24.61638 -10.68778
159 N -23.76225 21.30260 -9.41587
160 H -22.82217 21.77300 -12.56535
161 H -23.58977 20.21041 -11.99710
162 H -21.96843 20.87959 -11.43397
163 H -23.14157 22.91184 -10.55791
164 H -25.76107 21.35334 -11.06505
165 H -25.19699 22.38966 -12.19585
166 H -24.95094 25.11445 -9.83384
167 H -26.33926 25.09242 -11.00098
168 H -24.70686 24.67997 -11.51816
169 H -24.38773 21.72914 -8.74733
170 H -24.09915 20.35786 -9.53439
171 C -27.45626 28.25094 -11.21870
172 C -26.84364 28.97774 -12.46836
173 C -27.40135 28.23811 -13.71993
174 O -27.26594 26.82675 -13.69165
175 C -25.94278 26.32412 -13.63353
176 N -27.17569 30.36383 -12.39463
177 H -27.21728 28.62881 -10.22461
178 H -27.11662 27.21986 -11.31675
179 H -28.51639 28.07799 -11.40393
180 H -25.75816 29.02280 -12.37999
181 H -26.72588 28.75627 -14.40063
182 H -28.42420 28.52848 -13.95984
183 H -25.36393 26.75558 -12.81690
184 H -25.43746 26.56469 -14.56888
185 H -25.94470 25.23840 -13.53713
186 H -26.64141 30.91667 -13.04963
187 H -26.94133 30.74609 -11.48962
188 C -29.59664 22.84053 -11.03082
189 C -28.63312 23.53571 -12.06037
190 C -28.38749 22.69566 -13.32636
191 O -27.92627 21.42891 -12.93470
192 C -27.65235 20.54976 -14.06123
193 N -29.36000 24.70552 -12.32481
194 H -29.60119 23.43732 -10.11873
195 H -29.32031 21.87036 -10.61789
196 H -30.59276 22.79312 -11.47083
197 H -27.68884 23.72719 -11.55068
198 H -27.76548 23.29104 -13.99473
199 H -29.32848 22.54798 -13.85629
200 H -28.49492 20.22783 -14.67323
201 H -27.23626 19.61982 -13.67369
202 H -26.85395 21.00611 -14.64638
203 H -29.39993 25.37122 -11.56630
204 H -28.93556 25.29521 -13.02639
205 C -19.11595 28.05975 -11.62995
206 C -18.05702 26.98745 -11.74913
207 C -18.25033 25.78271 -10.80707
208 O -17.89266 26.04292 -9.45958
209 C -17.90528 24.81567 -8.71480
210 N -17.97708 26.61449 -13.12500
211 H -19.42079 28.27886 -10.60664
212 H -20.05168 27.79671 -12.12323
213 H -18.71907 28.97828 -12.06226
214 H -17.12809 27.44365 -11.40695
215 H -17.60209 25.01963 -11.23787
216 H -19.30427 25.50523 -10.78913
217 H -17.69760 25.14241 -7.69588
218 H -17.21120 24.02119 -8.98896
219 H -18.90373 24.37867 -8.69937
220 H -17.47212 27.23333 -13.74318
221 H -17.31755 25.84955 -13.12654
222 C -25.14972 31.94821 -5.14412
223 C -25.74549 30.57230 -4.65052
224 C -25.03721 29.34016 -5.30097
225 O -25.08424 29.35513 -6.79135
226 C -26.25596 28.76346 -7.22750
227 N -25.69242 30.57471 -3.21482
228 H -25.40566 32.72297 -4.42138
229 H -25.66933 32.12475 -6.08589
230 H -24.06520 31.83926 -5.14954
231 H -26.80651 30.59335 -4.89931
232 H -25.37286 28.43681 -4.79164
233 H -23.99018 29.51274 -5.05190
234 H -26.25164 29.04380 -8.28082
235 H -27.14904 29.09769 -6.69948
236 H -26.16804 27.67927 -7.15750
237 H -25.96022 31.49853 -2.90668
238 H -26.47264 30.05234 -2.84270


B | A 14-piece molecular cluster, C56H154N14O14 overall. Source: the Open Molecules 2025 dataset; level of theory: wB97M-V/def2-TZVPD.

Results
Lowest unoccupied orbital energy = 0.17 eV
M = 1247.932 g mol⁻¹
Orbital gap = 8.5303 eV

CARTESIAN COORDINATES (ANGSTROEM)
1 C 11.65006 14.03791 14.47291
2 C 13.09137 13.67005 14.73561
3 C 13.16288 13.09039 16.12766
4 O 14.49923 13.08122 16.56977
5 C 14.64444 12.45417 17.83482
6 N 13.61250 12.75677 13.70338
7 H 11.07735 13.12324 14.65493
8 H 11.45910 14.39614 13.44784
9 H 11.33806 14.84818 15.17372
10 H 13.64859 14.62589 14.78041
11 H 12.80123 12.02193 16.08096
12 H 12.49868 13.56167 16.83981
13 H 14.03380 12.92700 18.60487
14 H 15.67373 12.52879 18.13631
15 H 14.42489 11.39710 17.69266
16 H 12.89365 12.23373 13.25600
17 H 14.25189 12.01926 13.96139
18 C 22.99312 10.49611 23.86208
19 C 23.18844 10.67082 22.38608
20 C 21.96103 10.22977 21.61137
21 O 20.87652 10.99320 22.00513
22 C 19.73657 10.87804 21.13098
23 N 23.42340 12.07242 22.09211
24 H 22.15627 11.15191 24.10889
25 H 23.86189 10.82626 24.43111
26 H 22.78676 9.44940 24.16704
27 H 24.05714 10.07505 22.08963
28 H 21.68454 9.15235 21.73768
29 H 22.08405 10.41650 20.54564
30 H 19.27477 9.91885 21.16554
31 H 20.11204 11.02170 20.10440
32 H 19.06218 11.71260 21.34330
33 H 22.67370 12.61445 22.45901
34 H 23.37555 12.27932 21.09078
35 C 22.69520 11.45624 16.50329
36 C 23.44358 11.78208 15.22664
37 C 22.66434 11.42273 13.96631
38 O 22.35747 10.04567 13.80555
39 C 21.35852 9.84543 12.81510
40 N 23.91895 13.16427 15.09619
41 H 22.03948 10.61366 16.21518
42 H 22.07446 12.27551 16.86883
43 H 23.28933 11.17847 17.36889
44 H 24.30762 11.11167 15.19260
45 H 23.29713 11.71176 13.12671
46 H 21.76180 12.04833 13.96108
47 H 20.43615 10.34960 13.10287
48 H 21.20799 8.76903 12.70656
49 H 21.69140 10.25451 11.86036
50 H 23.35105 13.86984 15.58226
51 H 24.81726 13.20477 15.52383
52 C 25.84449 11.27842 19.35579
53 C 26.35308 12.68943 19.71544
54 C 25.59773 13.77772 18.94700
55 O 24.19098 13.62142 19.18028
56 C 23.44372 14.65624 18.56467
57 N 26.29069 12.90738 21.13685
58 H 25.87450 11.29095 18.26389
59 H 24.83153 11.13348 19.71980
60 H 26.52367 10.52128 19.71903
61 H 27.37646 12.85978 19.31234
62 H 25.94654 13.62886 17.89316
63 H 25.87878 14.79907 19.19865
64 H 23.82952 15.66183 18.69795
65 H 22.41869 14.57676 18.89616
66 H 23.41565 14.49682 17.48643
67 H 25.35890 12.75306 21.48807
68 H 26.53515 13.85944 21.27609
69 C 14.81315 14.76288 10.23952
70 C 15.69017 15.25938 11.36737
71 C 15.02958 16.39674 12.09780
72 O 15.91276 16.94627 12.98417
73 C 15.41783 17.90206 13.85471
74 N 16.01032 14.11068 12.27140
75 H 15.12901 13.76498 9.91879
76 H 14.89031 15.41804 9.37956
77 H 13.76407 14.71235 10.55378
78 H 16.62622 15.63228 10.90966
79 H 14.21487 15.92788 12.66209
80 H 14.54824 17.18518 11.49142
81 H 14.86813 18.62004 13.24399
82 H 16.25014 18.43113 14.31994
83 H 14.73546 17.43506 14.58778
84 H 15.13753 13.63228 12.49537
85 H 16.33171 14.47267 13.16657
86 C 15.62107 11.43354 21.10490
87 C 15.51300 10.68726 22.50568
88 C 16.08003 9.23428 22.42785
89 O 15.91493 8.49719 23.61581
90 C 16.57435 7.24888 23.59914
91 N 16.29660 11.48308 23.44956
92 H 15.29979 12.48557 21.15752
93 H 14.91194 11.05574 20.37451
94 H 16.62914 11.33818 20.70010
95 H 14.45182 10.63470 22.72487
96 H 17.14951 9.22223 22.11970
97 H 15.53744 8.71536 21.61777
98 H 17.66040 7.27604 23.39594
99 H 16.08220 6.68509 22.81940
100 H 16.46342 6.70803 24.55934
101 H 16.48961 11.03450 24.35575
102 H 15.95133 12.41505 23.56392
103 C 21.47136 16.61226 23.29204
104 C 21.16783 15.17551 23.68377
105 C 20.21743 15.14636 24.85072
106 O 20.60222 15.98962 25.92944
107 C 19.91599 15.75026 27.11116
108 N 20.73074 14.40858 22.60526
109 H 21.81559 17.22225 24.12028
110 H 20.54658 17.04617 22.87278
111 H 22.24574 16.65444 22.52060
112 H 22.10115 14.82618 24.09380
113 H 20.16902 14.08032 25.22058
114 H 19.22954 15.41098 24.46977
115 H 18.89758 16.07956 26.97532
116 H 20.41720 16.23974 27.93704
117 H 19.86178 14.63787 27.28165
118 H 20.41959 13.49183 22.86460
119 H 20.01108 14.93062 22.10887
120 C 14.06500 16.84568 18.02046
121 C 13.13333 17.54692 17.05022
122 C 11.70078 17.29288 17.47728
123 O 11.38342 15.92770 17.25016
124 C 10.13650 15.42819 17.62990
125 N 13.48016 18.98301 16.79169
126 H 13.90662 15.78980 17.94870
127 H 13.96636 17.28855 19.00006
128 H 15.10428 17.04146 17.76093
129 H 13.16247 17.02564 16.08677
130 H 11.05776 17.98480 16.92476
131 H 11.62797 17.51360 18.55445
132 H 9.93373 15.53076 18.67475
133 H 10.09645 14.35378 17.44921
134 H 9.27012 15.81590 17.05855
135 H 12.87613 19.47436 16.16320
136 H 13.47889 19.38773 17.70951
137 C 18.36140 23.19565 21.05984
138 C 17.09760 22.53969 21.71248
139 C 16.92124 21.09823 21.15248
140 O 16.94589 21.07372 19.78054
141 C 16.61546 19.83603 19.19751
142 N 17.20837 22.45874 23.14798
143 H 19.22201 22.53492 21.07475
144 H 18.66109 24.09656 21.59406
145 H 18.02753 23.47053 20.04930
146 H 16.19787 23.05105 21.42675
147 H 15.95075 20.66097 21.50936
148 H 17.78742 20.48907 21.51600
149 H 15.61971 19.53398 19.54340
150 H 17.32204 19.04661 19.45637
151 H 16.66199 19.92044 18.11674
152 H 16.34649 22.04151 23.47762
153 H 17.97505 21.91017 23.45394
154 C 18.75295 12.33747 14.46304
155 C 17.70232 11.22063 14.31158
156 C 17.63653 10.28360 15.53896
157 O 18.88058 9.65913 15.86303
158 C 19.28505 8.55900 15.11816
159 N 16.37466 11.72108 14.06160
160 H 19.72555 11.86309 14.62068
161 H 18.51683 12.95430 15.34936
162 H 18.74070 12.95051 13.52529
163 H 17.94516 10.60413 13.45263
164 H 16.86224 9.57872 15.36039
165 H 17.37783 10.82544 16.45236
166 H 18.88818 7.63973 15.56536
167 H 20.38635 8.59674 15.16872
168 H 18.91540 8.71509 14.09031
169 H 16.12610 12.30090 14.86644
170 H 16.36885 12.29844 13.23746
171 C 21.03725 15.40885 13.34854
172 C 21.16011 16.06647 14.71854
173 C 20.01251 17.05241 14.88667
174 O 20.16934 17.80600 16.08319
175 C 19.26429 18.84797 16.32991
176 N 21.16823 15.05841 15.79855
177 H 20.91601 16.10893 12.52254
178 H 20.23260 14.71452 13.42205
179 H 22.01470 14.92390 13.18254
180 H 22.13264 16.53910 14.68764
181 H 19.04731 16.51956 14.95994
182 H 19.92193 17.80317 14.06735
183 H 19.42254 19.70095 15.66999
184 H 19.43854 19.30999 17.28219
185 H 18.22955 18.51474 16.31483
186 H 20.24188 14.71684 15.98504
187 H 21.47724 15.53119 16.64352
188 C 21.72973 18.21425 19.60881
189 C 22.90881 18.50233 18.74301
190 C 24.29318 18.41234 19.44198
191 O 24.44382 19.47646 20.32515
192 C 25.68397 19.44478 20.98648
193 N 23.03144 17.68125 17.51107
194 H 21.94197 18.73374 20.53541
195 H 21.71422 17.14750 19.80108
196 H 20.77463 18.61293 19.18406
197 H 22.74009 19.57831 18.50979
198 H 25.04053 18.43494 18.61490
199 H 24.44432 17.44734 20.00070
200 H 26.51501 19.29659 20.31152
201 H 25.71176 18.66236 21.78073
202 H 25.89563 20.36032 21.53739
203 H 23.86028 17.98499 17.00143
204 H 22.15522 17.69985 17.01034
205 C 19.60095 14.28879 19.37201
206 C 19.27262 15.74438 19.03148
207 C 18.08756 15.93518 18.07341
208 O 18.25530 15.13309 16.94311
209 C 17.12519 15.32257 16.02664
210 N 19.02168 16.59251 20.12596
211 H 20.47225 14.20372 19.99129
212 H 19.83653 13.78696 18.43904
213 H 18.87088 13.68128 19.86536
214 H 20.17240 16.06423 18.45675
215 H 17.96553 16.97844 17.73098
216 H 17.23560 15.60776 18.67586
217 H 16.22922 14.79702 16.32060
218 H 17.45821 14.93553 15.03526
219 H 16.95776 16.39483 15.86839
220 H 18.53276 16.16842 20.90687
221 H 19.86306 17.00674 20.51176
222 C 15.98916 17.59454 21.89684
223 C 15.84590 16.28691 22.74650
224 C 14.42471 15.86844 22.76564
225 O 14.25972 14.80158 23.65124
226 C 12.91816 14.55445 23.97970
227 N 16.84562 15.28806 22.27787
228 H 15.30226 18.33816 22.26082
229 H 15.71183 17.41492 20.86232
230 H 16.98375 18.05183 21.93769
231 H 16.20342 16.46766 23.73740
232 H 14.01405 15.66282 21.78814
233 H 13.74551 16.67601 23.14756
234 H 12.43170 15.42848 24.36787
235 H 12.82803 13.81136 24.82220
236 H 12.43226 14.21628 23.06635
237 H 16.95593 14.55369 22.98392
238 H 16.70969 14.90025 21.35955


What should be chosen as the most stable of them? Choose B.